Molecular formula: C5H7NOS2
Method: DFT, ωB97M-V with the def2-TZVPD basis set

For the molar mass, the calculation gives 161.25 g mol⁻¹. The calculation puts the energy above the lowest of the compared OMol25 structures with the same formula, charge and spin at 111.2 kcal/mol. The HOMO energy (spin up / spin down) comes out at -0.289 / -0.315 Ha. The total energy comes out at -30501.1080 eV. Its HOMO-LUMO gap (spin up / spin down) is 7.2 / 8.6 eV. The calculation puts the largest force on an atom at 5.6 eV/A.

```
! wB97M-V def2-TZVPD RIJCOSX def2/J DEFGRID3
* xyz 0 1
O 1.76601 2.30793 0.01936
N 1.77872 1.08124 0.02955
C 0.57333 0.28293 0.88308
C -0.64797 1.01496 0.49374
C -1.60837 0.00737 -0.15999
C -0.56214 -1.06182 -0.77312
C 0.41115 -1.12192 0.41273
S 2.05124 -1.81212 0.11042
S 3.06630 -0.02754 -0.37665
H -1.16081 1.72180 1.27357
H -0.41027 1.85323 -0.21866
H -2.25170 -0.25992 0.73401
H -2.31850 0.49677 -0.96842
H -0.87836 -2.09062 -1.06831
H 0.01697 -0.73460 -1.70335
H 0.17441 -1.65769 1.31207
*
```